[1]
C50H39Cl2NO3P3Tl | wB97M-V/def2-TZVPD

## Properties
- E_HOMO (spin up / spin down): -6.61 / -5.83 eV
- Gap between HOMO and LUMO (spin up / spin down): 6.9 / 5.7 eV
- E_tot: -4326.1378 Ha
- Energy relative to the best compared isomer or geometry (same formula, charge and spin): 0.0 kcal per mole

Geometry as ORCA input:
```
! RIJCOSX wB97M-V def2-TZVPD def2/J DEFGRID3
* xyz 0 1
Tl 0.334 0.387 1.910
O -0.714 3.799 0.624
C 0.365 4.172 0.830
C 1.599 4.705 1.037
C 1.635 6.119 1.334
C 2.839 6.732 1.526
C 4.045 6.012 1.431
C 4.001 4.651 1.151
C 2.820 3.957 0.961
P 2.775 2.145 0.647
C 3.700 1.510 2.090
C 4.473 0.352 2.020
C 5.037 -0.191 3.165
C 4.813 0.395 4.403
C 4.028 1.536 4.487
C 3.485 2.094 3.338
C 3.933 2.059 -0.765
C 3.351 2.266 -2.017
C 4.123 2.266 -3.166
C 5.492 2.041 -3.082
C 6.076 1.822 -1.845
C 5.301 1.830 -0.691
H 0.709 6.673 1.400
H 2.857 7.791 1.752
H 4.994 6.508 1.576
H 4.932 4.099 1.082
H 4.609 -0.149 1.070
H 5.637 -1.089 3.087
H 5.246 -0.036 5.297
H 3.839 2.000 5.447
H 2.890 2.998 3.420
H 2.280 2.422 -2.090
H 3.654 2.430 -4.128
H 6.097 2.030 -3.979
H 7.140 1.643 -1.769
H 5.779 1.671 0.267
O -1.675 1.074 -0.109
P -2.690 0.598 -1.085
C -2.343 -1.070 -1.717
P -1.703 -2.185 -0.434
O -0.458 -1.670 0.189
C -1.435 -3.773 -1.232
C -0.403 -4.544 -0.692
C -0.120 -5.791 -1.225
C -0.859 -6.275 -2.296
C -1.876 -5.507 -2.844
C -2.162 -4.256 -2.316
C -3.037 -2.430 0.748
C -4.312 -2.832 0.354
C -5.314 -2.990 1.295
C -5.040 -2.759 2.639
C -3.769 -2.376 3.038
C -2.765 -2.207 2.093
C -2.860 1.657 -2.529
C -2.980 1.188 -3.833
C -3.113 2.081 -4.889
C -3.117 3.444 -4.644
C -2.990 3.920 -3.344
C -2.861 3.033 -2.289
C -4.343 0.502 -0.385
C -4.500 0.716 0.980
C -5.766 0.632 1.546
C -6.866 0.344 0.753
C -6.711 0.134 -0.613
C -5.451 0.215 -1.180
H -1.525 -0.986 -2.441
H -3.224 -1.485 -2.212
H 0.192 -4.147 0.122
H 0.688 -6.379 -0.811
H -0.633 -7.247 -2.714
H -2.441 -5.878 -3.690
H -2.952 -3.664 -2.760
H -4.532 -3.022 -0.691
H -6.305 -3.291 0.986
H -5.823 -2.885 3.375
H -3.555 -2.204 4.084
H -1.766 -1.914 2.393
H -2.968 0.126 -4.041
H -3.205 1.710 -5.901
H -3.211 4.140 -5.467
H -2.985 4.985 -3.154
H -2.735 3.404 -1.279
H -3.628 0.935 1.583
H -5.890 0.789 2.609
H -7.850 0.280 1.198
H -7.571 -0.086 -1.231
H -5.335 0.072 -2.249
Cl 0.975 -2.433 3.400
C 2.036 -3.048 2.161
C 2.432 -4.360 2.256
C 3.299 -4.886 1.297
C 3.768 -4.085 0.259
C 3.375 -2.767 0.184
Cl 3.987 -1.803 -1.116
C 2.468 -2.132 1.121
N 2.121 -0.886 0.974
H 2.074 -4.973 3.071
H 3.616 -5.917 1.366
H 4.443 -4.485 -0.485
*
```

=====

[2]
C50H39Cl3MnN6OP2S | wB97M-V/def2-TZVPD

## Properties
- E_HOMO (spin up / spin down): -10.48 / -10.50 eV
- Gap between HOMO and LUMO (spin up / spin down): 5.9 / 6.9 eV
- E_tot: -5944.6822 Ha
- Energy relative to the best compared isomer or geometry (same formula, charge and spin): 99.4 kcal per mole

Geometry as ORCA input:
```
! RIJCOSX wB97M-V def2-TZVPD def2/J DEFGRID3
* xyz 1 5
Mn -0.865 -0.472 -2.008
C 2.507 -1.415 -1.981
P 2.125 -0.008 -0.881
C 1.543 1.276 -2.041
C 0.318 1.929 -1.931
C 0.006 3.032 -2.727
C 0.929 3.504 -3.637
C 2.153 2.853 -3.770
C 2.455 1.751 -2.986
C 0.411 -1.612 0.734
C -0.690 -2.601 0.870
C -1.293 -2.545 2.059
C -0.997 -1.589 3.174
C -0.274 -0.458 3.293
C 0.536 0.330 2.247
C 1.645 -1.698 -3.166
C 2.004 -2.330 -4.312
C 0.831 -2.495 -5.124
C -0.195 -1.949 -4.437
C -1.652 -1.829 -4.751
P -2.141 -0.259 -3.992
C -1.620 0.991 -5.165
C -0.267 1.034 -5.514
C 0.149 1.893 -6.519
C -0.768 2.727 -7.148
C -2.107 2.697 -6.783
C -2.541 1.827 -5.795
C -3.910 -0.154 -3.793
C -4.752 -1.203 -4.149
C -6.124 -1.074 -3.970
C -6.649 0.087 -3.425
C -5.809 1.132 -3.049
C -4.441 1.013 -3.229
N 0.282 -1.441 -3.214
H 2.516 -2.261 -1.289
H 3.542 -1.296 -2.303
H -0.377 1.685 -1.136
H -0.950 3.530 -2.612
H 0.699 4.371 -4.244
H 2.883 3.217 -4.484
H 3.422 1.268 -3.092
H -0.915 -3.363 0.129
H -2.050 -3.284 2.297
H -1.502 -1.878 4.090
H -0.287 0.010 4.276
H 0.332 1.392 2.376
H 3.006 -2.666 -4.546
H 0.766 -2.965 -6.097
H -2.241 -2.640 -4.319
H -1.844 -1.787 -5.821
H 0.456 0.394 -5.019
H 1.193 1.916 -6.804
H -0.439 3.401 -7.930
H -2.823 3.342 -7.278
H -3.592 1.784 -5.540
H -4.361 -2.116 -4.580
H -6.778 -1.894 -4.236
H -7.718 0.174 -3.276
H -6.220 2.035 -2.616
H -3.786 1.826 -2.930
Cl -1.061 3.353 8.392
C 0.066 2.608 7.309
C 0.164 1.230 7.261
C 1.067 0.665 6.374
C 1.872 1.429 5.532
C 2.854 0.724 4.629
C 2.800 1.050 3.133
N 1.970 0.138 2.357
C 2.419 -1.122 2.071
C 1.717 -1.997 1.337
N 0.487 -0.562 -0.386
C -0.047 -0.240 0.981
O 4.189 0.972 5.036
C 4.640 0.158 6.114
C 4.509 -1.310 5.824
C 5.079 -1.945 4.765
Cl 6.099 -1.245 3.576
S 4.664 -3.599 4.674
C 3.700 -3.484 6.079
C 3.707 -2.221 6.583
C 1.763 2.809 5.637
Cl 2.776 3.862 4.690
C 0.863 3.406 6.506
H -0.453 0.615 7.904
H 1.148 -0.417 6.320
H 2.630 -0.344 4.707
H 3.825 0.971 2.773
H 2.463 2.068 2.937
H 3.406 -1.374 2.451
H 2.082 -3.004 1.183
H -1.112 -0.101 0.957
H 4.096 0.393 7.034
H 5.681 0.439 6.258
H 3.193 -4.358 6.462
H 3.169 -1.931 7.479
H 0.794 4.484 6.559
N -2.432 -0.483 -0.945
C -3.366 -0.863 -0.348
C -4.438 -1.305 0.361
C -4.519 -0.971 1.756
N -4.581 -0.703 2.875
C -5.418 -2.131 -0.284
N -6.194 -2.801 -0.810
*
```

=====

[3]
C50H39Cl5NNiOP2 | wB97M-V/def2-TZVPD

## Properties
- E_HOMO (spin up / spin down): -3.36 / -3.36 eV
- Gap between HOMO and LUMO (spin up / spin down): 5.4 / 5.4 eV
- E_tot: -6550.6838 Ha
- Energy relative to the best compared isomer or geometry (same formula, charge and spin): 84.9 kcal per mole

Geometry as ORCA input:
```
! RIJCOSX wB97M-V def2-TZVPD def2/J DEFGRID3
* xyz -1 1
Ni -0.488 -0.415 0.253
C 2.260 1.202 -1.911
P 1.620 2.459 -0.655
C 2.245 3.854 -1.715
C 1.503 4.195 -2.847
C 1.933 5.192 -3.706
C 3.128 5.853 -3.459
C 3.882 5.513 -2.349
C 3.438 4.527 -1.477
C 2.869 2.474 0.669
C 2.710 3.382 1.717
C 3.605 3.406 2.773
C 4.673 2.518 2.795
C 4.813 1.591 1.775
C 3.913 1.554 0.718
C 2.223 -0.254 -1.556
C 3.230 -1.123 -1.961
C 2.839 -2.410 -1.598
C 1.618 -2.288 -0.970
C 0.793 -3.413 -0.429
P -0.696 -2.712 0.381
C -1.086 -4.119 1.495
C -1.703 -5.289 1.054
C -1.910 -6.348 1.924
C -1.513 -6.250 3.251
C -0.897 -5.092 3.700
C -0.681 -4.038 2.825
C -2.009 -2.854 -0.877
C -3.341 -3.043 -0.506
C -4.352 -2.921 -1.445
C -4.052 -2.585 -2.757
C -2.732 -2.376 -3.130
C -1.717 -2.504 -2.196
N 1.206 -0.972 -0.921
H 3.281 1.497 -2.168
H 1.617 1.415 -2.773
H 0.573 3.679 -3.053
H 1.338 5.454 -4.572
H 3.469 6.624 -4.139
H 4.822 6.018 -2.163
H 4.028 4.290 -0.601
H 1.868 4.056 1.711
H 3.461 4.107 3.585
H 5.381 2.541 3.614
H 5.632 0.884 1.804
H 4.026 0.805 -0.054
H 4.132 -0.845 -2.487
H 3.381 -3.329 -1.765
H 1.342 -3.970 0.337
H 0.502 -4.124 -1.212
H -2.013 -5.373 0.021
H -2.378 -7.258 1.568
H -1.678 -7.080 3.927
H -0.583 -5.013 4.734
H -0.186 -3.136 3.165
H -3.588 -3.267 0.525
H -5.384 -3.062 -1.145
H -4.847 -2.473 -3.483
H -2.492 -2.084 -4.145
H -0.688 -2.299 -2.472
C -4.737 -0.665 2.611
C -4.673 -0.269 1.286
C -3.449 -0.218 0.625
C -2.238 -0.503 1.271
C -2.348 -0.945 2.593
C -3.564 -1.024 3.259
H -5.690 -0.715 3.124
H -5.577 -0.009 0.744
H -3.474 0.036 -0.425
H -1.456 -1.228 3.146
H -3.599 -1.372 4.286
Cl -0.391 5.336 1.529
C -1.485 4.271 0.714
C -1.033 3.108 0.124
C -1.915 2.380 -0.650
Cl -1.344 0.954 -1.439
C -3.227 2.801 -0.849
Cl -4.259 2.005 -1.980
C -3.694 3.922 -0.169
Cl -5.322 4.435 -0.371
C -2.823 4.657 0.631
Cl -3.413 6.039 1.479
C 1.194 -0.300 3.799
C 0.200 0.591 3.087
O 0.214 0.639 1.858
C -0.758 1.358 3.888
C -0.754 1.351 5.288
C -1.725 2.031 6.002
C -2.723 2.736 5.344
C -2.736 2.758 3.954
C -1.763 2.087 3.242
H 1.710 -0.901 3.052
H 0.707 -0.961 4.518
H 1.929 0.308 4.333
H 0.004 0.800 5.828
H -1.711 2.007 7.085
H -3.482 3.264 5.907
H -3.514 3.295 3.425
H -1.785 2.087 2.163
*
```

=====

[4]
C50H39Cl5NNiOP2 | wB97M-V/def2-TZVPD

## Properties
- E_HOMO (spin up / spin down): -4.21 / -4.67 eV
- Gap between HOMO and LUMO (spin up / spin down): 6.6 / 7.1 eV
- E_tot: -6550.8060 Ha
- Energy relative to the best compared isomer or geometry (same formula, charge and spin): 0.0 kcal per mole

Geometry as ORCA input:
```
! RIJCOSX wB97M-V def2-TZVPD def2/J DEFGRID3
* xyz -1 3
Ni 1.262 0.151 0.384
C -0.073 3.327 0.361
P 0.239 2.362 -1.165
C 1.061 3.558 -2.289
C 1.819 3.039 -3.337
C 2.462 3.877 -4.235
C 2.366 5.254 -4.087
C 1.623 5.783 -3.041
C 0.972 4.940 -2.151
C -1.406 2.327 -1.984
C -1.499 1.667 -3.211
C -2.702 1.594 -3.892
C -3.846 2.171 -3.349
C -3.770 2.813 -2.125
C -2.558 2.890 -1.447
C -0.613 2.400 1.414
C -1.534 2.647 2.421
C -1.574 1.475 3.218
C -0.673 0.590 2.646
C -0.171 -0.736 3.143
P 0.411 -1.745 1.723
C -1.054 -2.792 1.358
C -0.895 -4.030 0.733
C -1.997 -4.795 0.382
C -3.282 -4.331 0.641
C -3.451 -3.101 1.258
C -2.346 -2.340 1.617
C 1.501 -2.990 2.499
C 1.314 -3.424 3.809
C 2.153 -4.379 4.362
C 3.186 -4.919 3.609
C 3.379 -4.496 2.302
C 2.546 -3.531 1.754
N -0.102 1.144 1.542
H -0.734 4.181 0.207
H 0.905 3.722 0.661
H 1.929 1.963 -3.432
H 3.056 3.454 -5.035
H 2.877 5.912 -4.778
H 1.550 6.857 -2.917
H 0.392 5.368 -1.342
H -0.617 1.190 -3.627
H -2.751 1.080 -4.844
H -4.791 2.105 -3.873
H -4.660 3.240 -1.679
H -2.530 3.362 -0.473
H -2.087 3.563 2.571
H -2.162 1.305 4.108
H -0.920 -1.257 3.743
H 0.718 -0.586 3.764
H 0.101 -4.406 0.532
H -1.852 -5.756 -0.096
H -4.143 -4.926 0.363
H -4.447 -2.718 1.452
H -2.498 -1.372 2.078
H 0.509 -3.014 4.406
H 2.001 -4.701 5.385
H 3.844 -5.663 4.042
H 4.190 -4.903 1.710
H 2.713 -3.184 0.744
C 4.828 0.407 3.761
C 3.694 1.202 3.867
C 2.685 1.116 2.912
C 2.758 0.251 1.811
C 3.921 -0.524 1.735
C 4.936 -0.462 2.684
H 5.615 0.466 4.505
H 3.593 1.893 4.699
H 1.808 1.746 3.036
H 4.054 -1.204 0.897
H 5.815 -1.091 2.580
Cl 1.181 -2.711 -1.669
C 2.436 -1.527 -1.985
C 2.488 -0.377 -1.207
C 3.488 0.521 -1.582
Cl 3.654 2.019 -0.702
C 4.369 0.310 -2.640
Cl 5.558 1.489 -3.073
C 4.280 -0.870 -3.374
Cl 5.359 -1.164 -4.692
C 3.303 -1.802 -3.044
Cl 3.176 -3.262 -3.965
C -2.380 -2.071 -2.320
C -2.266 -0.968 -1.299
O -1.184 -0.549 -0.952
C -3.521 -0.388 -0.725
C -3.408 0.491 0.348
C -4.545 1.045 0.915
C -5.798 0.738 0.401
C -5.915 -0.130 -0.677
C -4.779 -0.698 -1.234
H -1.385 -2.451 -2.537
H -2.821 -1.669 -3.236
H -3.020 -2.875 -1.955
H -2.427 0.732 0.737
H -4.436 1.719 1.756
H -6.687 1.175 0.841
H -6.892 -0.367 -1.081
H -4.876 -1.376 -2.071
*
```